Density functional theory data (the ωB97M-V functional and the def2-TZVPD basis) for a molecular structure, C34H62As3CoN2O3Si2 at a distorted geometry.

Geometry as XYZ:
```
107
Properties=species:S:1:pos:R:3
Co 0.30 0.55 0.24
C -2.59 3.72 0.83
C -1.69 2.62 0.37
N -0.83 2.05 1.15
O -0.92 2.46 2.45
C -1.73 2.07 -0.98
C -2.33 2.80 -2.13
N -1.16 0.89 -1.11
O -1.23 0.33 -2.30
H -3.07 3.43 1.76
H -3.35 3.94 0.08
H -2.01 4.62 1.04
H -0.16 2.04 2.87
H -2.08 3.86 -2.09
H -3.42 2.72 -2.12
H -1.97 2.38 -3.06
C 0.13 -2.68 2.36
As -0.81 -1.98 0.80
C -2.42 -1.33 1.70
C -1.34 -3.81 0.24
C -2.43 -4.16 -0.78
C -2.48 -5.70 -0.80
C -2.07 -3.67 -2.19
As -1.83 -1.70 -2.42
C -0.76 -1.79 -4.05
C -3.51 -1.18 -3.28
C -3.80 -3.60 -0.31
As -5.45 -4.58 -0.82
C -5.84 -3.86 -2.60
C -6.63 -3.34 0.15
H -0.59 -3.09 3.07
H 0.70 -1.89 2.83
H 0.80 -3.47 2.04
H -2.86 -2.11 2.33
H -3.16 -1.00 0.96
H -2.15 -0.48 2.31
H -1.58 -4.31 1.18
H -0.39 -4.23 -0.10
H -1.48 -6.11 -0.95
H -3.12 -6.06 -1.61
H -2.87 -6.09 0.14
H -2.83 -3.99 -2.90
H -1.12 -4.13 -2.49
H -1.20 -2.54 -4.71
H 0.27 -2.06 -3.81
H -0.78 -0.82 -4.53
H -3.85 -1.96 -3.96
H -3.31 -0.27 -3.83
H -4.29 -0.97 -2.54
H -3.90 -2.55 -0.60
H -3.84 -3.64 0.78
H -5.18 -4.28 -3.35
H -5.76 -2.77 -2.61
H -6.87 -4.13 -2.86
H -6.49 -3.47 1.22
H -7.67 -3.56 -0.09
H -6.41 -2.31 -0.12
C 4.67 0.28 4.58
C 3.93 -0.04 3.27
C 3.77 -1.56 3.17
C 4.79 0.45 2.09
Si 2.21 0.78 3.16
O 1.37 0.27 1.89
C 2.39 2.67 3.15
C 2.83 3.42 4.25
C 2.88 4.80 4.23
C 2.48 5.49 3.09
C 2.04 4.78 1.98
C 1.99 3.39 2.02
C 1.21 0.37 4.73
C -0.02 -0.27 4.61
C -0.80 -0.60 5.71
C -0.36 -0.29 6.99
C 0.86 0.36 7.15
C 1.63 0.68 6.04
H 5.66 -0.19 4.56
H 4.14 -0.10 5.45
H 4.82 1.36 4.70
H 4.75 -2.05 3.23
H 3.31 -1.84 2.22
H 3.15 -1.96 3.98
H 5.78 -0.03 2.12
H 4.93 1.53 2.13
H 4.32 0.20 1.14
H 3.15 2.91 5.16
H 3.21 5.35 5.10
H 2.52 6.57 3.06
H 1.73 5.31 1.09
H 1.63 2.86 1.16
H -0.38 -0.53 3.61
H -1.76 -1.09 5.57
H -0.96 -0.55 7.85
H 1.21 0.61 8.14
H 2.57 1.19 6.20
C 2.58 -1.33 -1.16
Si 2.11 0.52 -1.33
C 3.64 1.60 -1.05
C 1.79 0.77 -3.19
H 3.27 -1.63 -1.95
H 1.68 -1.95 -1.23
H 3.04 -1.53 -0.19
H 4.53 1.09 -1.44
H 3.83 1.84 -0.01
H 3.52 2.54 -1.60
H 2.64 0.38 -3.76
H 1.68 1.83 -3.42
H 0.89 0.26 -3.51
```

Properties
spin multiplicity	5
Kohn-Sham gap (alpha / beta)	0.2339 / 0.2046	Eh
calculated total energy	-281282.4149	eV


Density functional theory data (the ωB97M-V functional and the def2-TZVPD basis) for 7 unconnected molecules or ions with the total composition C34H62BClN8 at a distorted geometry.

Geometry as XYZ:
```
106
Properties=species:S:1:pos:R:3
C 3.70 -1.12 0.55
C 2.20 -1.40 0.54
C 1.31 -0.19 0.30
Cl 1.82 0.67 -1.22
B -0.28 -0.53 0.20
C -0.99 -1.65 1.10
C -0.52 -3.06 0.85
C 0.21 -3.82 1.93
N -0.79 -3.58 -0.28
H 4.24 -2.02 0.87
H 3.95 -0.33 1.26
H 4.05 -0.84 -0.44
H 1.97 -2.16 -0.21
H 1.89 -1.80 1.51
H 1.50 0.54 1.10
H -0.78 -0.26 -0.86
H -2.05 -1.63 0.84
H -0.92 -1.41 2.17
H -0.16 -4.83 1.99
H 1.28 -3.87 1.68
H 0.12 -3.35 2.91
H -0.44 -4.54 -0.33
C -0.82 -1.57 -4.01
C 0.25 -0.60 -4.49
C 0.30 -0.45 -6.02
C 0.59 -1.71 -6.70
N 0.84 -2.71 -7.22
H -0.64 -2.58 -4.39
H -0.83 -1.61 -2.92
H -1.81 -1.25 -4.35
H 1.23 -0.94 -4.14
H 0.08 0.38 -4.07
H 1.06 0.27 -6.31
H -0.66 -0.08 -6.38
C -0.21 -9.13 3.75
C -1.72 -9.31 3.70
C -2.40 -8.36 2.70
C -2.18 -6.96 3.05
N -2.00 -5.86 3.33
H 0.05 -8.13 4.08
H 0.24 -9.84 4.44
H 0.23 -9.29 2.76
H -2.15 -9.15 4.69
H -1.97 -10.33 3.40
H -3.48 -8.53 2.68
H -2.02 -8.52 1.70
C -4.02 2.87 2.01
C -2.77 3.43 2.65
C -1.56 3.43 1.71
C -1.22 2.08 1.26
N -0.96 1.02 0.92
H -3.89 1.82 1.73
H -4.85 2.93 2.71
H -4.29 3.43 1.11
H -2.52 2.86 3.55
H -2.94 4.46 2.97
H -0.67 3.85 2.19
H -1.77 4.03 0.81
C 4.18 0.16 -4.49
C 4.11 1.58 -5.02
C 4.60 1.70 -6.47
C 6.01 1.31 -6.60
N 7.11 1.02 -6.69
H 5.20 -0.22 -4.48
H 3.79 0.11 -3.47
H 3.58 -0.52 -5.11
H 4.70 2.25 -4.39
H 3.08 1.94 -4.98
H 4.51 2.73 -6.83
H 4.01 1.07 -7.13
C -8.18 3.14 1.37
C -9.12 3.58 2.49
C -8.62 4.82 3.24
C -7.33 4.58 3.88
N -6.32 4.37 4.39
H -7.21 2.85 1.77
H -8.59 2.28 0.84
H -8.03 3.94 0.65
H -9.27 2.76 3.20
H -10.10 3.81 2.07
H -9.33 5.12 4.01
H -8.50 5.66 2.55
C 5.87 1.20 3.95
C 5.82 0.51 5.31
C 6.47 -0.87 5.30
C 5.80 -1.78 4.36
N 5.26 -2.47 3.63
H 5.33 0.63 3.20
H 5.43 2.19 4.00
H 6.90 1.31 3.60
H 4.78 0.42 5.64
H 6.34 1.12 6.05
H 6.43 -1.33 6.29
H 7.52 -0.80 5.01
C 0.10 6.31 -4.11
C 0.12 5.61 -2.76
C 0.70 4.19 -2.84
C -0.10 3.34 -3.73
N -0.74 2.70 -4.43
H -0.54 5.79 -4.82
H -0.29 7.33 -4.01
H 1.10 6.38 -4.54
H -0.89 5.56 -2.35
H 0.73 6.18 -2.06
H 0.72 3.71 -1.86
H 1.73 4.21 -3.21
```

Properties
spin multiplicity	1
Kohn-Sham gap	0.3363	Eh
calculated total energy	-61382.2454	eV


Density functional theory data (the ωB97M-V functional and the def2-TZVPD basis) for 4 unconnected molecules or ions with the total composition C34H63N3O14PS3.

Geometry as XYZ:
```
118
Properties=species:S:1:pos:R:3
C 3.21 2.71 -2.89
C 3.85 2.39 -1.55
C 2.94 2.54 -0.33
C 1.55 1.94 -0.48
C 0.52 2.96 -0.97
O 1.19 1.42 0.83
C 0.59 0.25 0.97
O 0.69 -0.42 1.97
C -0.25 -0.31 -0.17
C 0.23 -1.50 -0.77
C 1.44 -2.26 -0.30
C 2.84 -1.80 -0.80
C 3.59 -0.95 0.22
C 2.83 -1.17 -2.20
C -0.51 -2.00 -1.83
C -0.19 -3.22 -2.60
C -0.45 -4.49 -2.09
C -0.12 -5.58 -2.87
C 0.45 -5.37 -4.13
N 0.68 -4.16 -4.63
C 0.36 -3.11 -3.88
N -1.63 -1.35 -2.22
C -2.17 -0.28 -1.61
C -3.48 0.19 -2.18
C -4.39 -0.92 -2.78
C -5.77 -0.92 -2.13
C -6.65 0.27 -2.57
C -7.96 -0.20 -3.18
N -7.69 -1.06 -4.35
C -1.48 0.25 -0.53
P -2.25 1.59 0.44
O -1.42 2.02 1.56
O -2.67 2.70 -0.62
O -3.67 1.00 0.86
H 3.90 2.48 -3.71
H 2.93 3.76 -2.97
H 2.30 2.13 -3.07
H 4.29 1.39 -1.58
H 4.69 3.07 -1.41
H 3.41 2.04 0.52
H 2.87 3.60 -0.07
H 1.61 1.13 -1.20
H -0.12 2.54 -1.75
H -0.08 3.35 -0.15
H 1.03 3.80 -1.43
H 1.31 -3.31 -0.57
H 1.43 -2.23 0.79
H 3.41 -2.73 -0.90
H 3.27 -1.15 1.24
H 4.66 -1.17 0.18
H 3.49 0.12 0.05
H 3.76 -0.63 -2.35
H 2.03 -0.45 -2.34
H 2.79 -1.93 -2.98
H -0.89 -4.61 -1.11
H -0.30 -6.59 -2.53
H 0.73 -6.21 -4.74
H 0.56 -2.13 -4.30
H -2.14 -1.75 -3.00
H -3.23 0.92 -2.96
H -4.04 0.73 -1.43
H -3.96 -1.90 -2.61
H -4.51 -0.76 -3.85
H -5.66 -0.88 -1.04
H -6.26 -1.84 -2.41
H -6.88 0.91 -1.71
H -6.13 0.91 -3.30
H -8.56 0.67 -3.47
H -8.53 -0.75 -2.43
H -7.97 -0.57 -5.20
H -8.29 -1.87 -4.33
H -3.62 2.85 -0.63
H -3.60 0.61 1.75
O -5.19 -4.06 -3.70
S -4.71 -4.97 -4.70
O -5.47 -5.15 -5.89
O -4.41 -6.36 -4.02
C -5.46 -6.97 -3.22
C -6.53 -7.62 -4.07
C -3.05 -4.56 -5.14
H -5.87 -6.21 -2.56
H -4.94 -7.70 -2.61
H -7.10 -6.88 -4.63
H -7.21 -8.17 -3.43
H -6.08 -8.31 -4.79
H -2.46 -4.46 -4.23
H -3.10 -3.63 -5.69
H -2.66 -5.35 -5.77
O 5.34 1.68 2.70
S 5.16 3.07 3.03
O 5.49 4.07 2.07
O 5.93 3.36 4.39
C 7.33 2.97 4.48
C 8.25 3.94 3.77
C 3.53 3.34 3.62
H 7.44 1.95 4.11
H 7.53 2.96 5.55
H 8.10 3.90 2.69
H 9.28 3.68 3.98
H 8.06 4.96 4.10
H 3.30 2.59 4.38
H 2.86 3.23 2.77
H 3.46 4.34 4.03
O 4.12 5.64 8.07
S 3.35 4.48 7.76
O 2.30 4.58 6.79
O 2.78 3.87 9.10
C 2.09 4.76 10.01
C 0.68 5.07 9.56
C 4.41 3.15 7.31
H 2.68 5.67 10.13
H 2.09 4.24 10.96
H 0.67 5.67 8.64
H 0.16 5.63 10.34
H 0.13 4.15 9.36
H 5.19 3.05 8.05
H 4.82 3.43 6.34
H 3.81 2.25 7.23
```

Properties
spin multiplicity	1
Kohn-Sham gap	0.2791	Eh
charge	+1
calculated total energy	-111206.0996	eV


Density functional theory data (the ωB97M-V functional and the def2-TZVPD basis) for 6 unconnected molecules or ions with the total composition C34H64ClF6N2O25S7 at a distorted geometry.

Geometry as XYZ:
```
139
Properties=species:S:1:pos:R:3
C -3.85 -1.71 1.91
C -3.18 -0.80 2.95
O -1.96 -0.32 2.39
C -0.91 -0.28 3.33
C -0.22 -1.64 3.48
O 0.37 -2.12 2.29
C 1.73 -2.08 2.19
N 2.37 -3.19 1.39
C 1.88 -4.50 1.97
Cl 0.16 -4.94 1.48
C 1.77 -4.65 3.51
C 2.89 -4.27 4.48
C 2.02 -3.04 -0.10
S 1.87 -4.55 -1.16
C 0.73 -2.22 -0.49
C 0.29 -2.26 -1.96
C -0.51 -0.97 -2.21
F -1.37 -0.67 -1.28
F -1.09 -1.03 -3.40
F 0.38 0.05 -2.31
C 3.16 -2.33 -0.93
C 4.31 -2.07 0.12
N 5.57 -2.37 -0.51
C 4.26 -0.51 0.27
C 4.73 0.26 -1.00
C 6.16 0.78 -0.99
C 6.52 1.71 0.20
C 6.32 1.65 -2.29
C 3.88 -2.98 1.35
C 4.67 -2.31 2.52
O 4.14 -1.17 3.18
C 5.22 -0.50 3.84
C 4.61 0.54 4.81
S 4.96 -4.54 1.26
O 4.65 -5.43 2.34
O 6.34 -4.21 1.47
C 4.94 -5.59 -0.26
F 6.06 -6.27 -0.18
F 4.95 -5.00 -1.42
F 4.01 -6.50 -0.15
H -4.74 -2.20 2.31
H -4.17 -1.07 1.08
H -3.11 -2.44 1.60
H -3.87 0.02 3.18
H -3.02 -1.39 3.86
H -0.20 0.54 3.15
H -1.35 -0.09 4.32
H 0.42 -1.58 4.38
H -1.02 -2.34 3.75
H 2.15 -2.02 3.20
H 2.06 -1.14 1.71
H 2.38 -5.37 1.56
H 1.53 -5.70 3.68
H 0.86 -4.13 3.83
H 3.35 -3.29 4.36
H 2.44 -4.26 5.48
H 3.70 -4.99 4.56
H 0.58 -4.96 -1.17
H 0.79 -1.17 -0.18
H -0.13 -2.61 0.07
H -0.42 -3.06 -2.19
H 1.08 -2.22 -2.70
H 3.52 -2.85 -1.82
H 2.71 -1.37 -1.16
H 6.35 -1.86 -0.13
H 5.54 -2.40 -1.51
H 3.26 -0.12 0.49
H 4.89 -0.12 1.08
H 4.60 -0.33 -1.92
H 4.07 1.12 -1.13
H 6.91 0.00 -1.11
H 7.26 2.43 -0.14
H 5.62 2.20 0.59
H 7.01 1.10 0.98
H 6.09 2.68 -2.00
H 5.55 1.40 -3.03
H 7.32 1.61 -2.70
H 4.94 -3.06 3.27
H 5.62 -1.97 2.10
H 5.85 0.04 3.12
H 5.81 -1.24 4.38
H 4.68 0.14 5.82
H 5.20 1.46 4.76
H 3.57 0.74 4.55
C -5.72 1.89 -0.83
C -6.53 2.89 -0.03
O -7.82 2.28 0.11
S -7.66 0.69 0.17
O -7.67 0.29 1.54
O -8.51 0.11 -0.79
O -6.14 0.61 -0.35
H -5.96 1.95 -1.90
H -4.66 2.02 -0.70
H -6.62 3.86 -0.52
H -6.11 3.03 0.97
C -11.45 1.28 1.39
C -10.85 1.01 2.75
O -11.12 2.19 3.51
S -12.52 2.82 3.04
O -13.54 2.39 3.92
O -12.31 4.18 2.73
O -12.67 1.99 1.67
H -10.81 1.93 0.79
H -11.66 0.37 0.84
H -9.78 0.82 2.70
H -11.34 0.16 3.24
C -2.20 4.38 -1.07
C -2.05 5.79 -0.54
O -3.13 6.51 -1.14
S -4.39 5.53 -1.33
O -5.27 5.73 -0.24
O -4.81 5.60 -2.68
O -3.61 4.14 -1.10
H -1.81 4.29 -2.09
H -1.71 3.64 -0.43
H -1.10 6.24 -0.81
H -2.17 5.82 0.54
C 5.38 -4.54 -6.79
C 5.56 -5.80 -5.97
O 5.40 -5.37 -4.61
S 4.34 -4.17 -4.56
O 3.07 -4.69 -4.21
O 4.92 -3.09 -3.84
O 4.33 -3.82 -6.12
H 6.28 -3.92 -6.77
H 5.10 -4.74 -7.82
H 6.54 -6.25 -6.11
H 4.79 -6.53 -6.20
C -4.46 10.12 -3.71
C -4.58 8.86 -4.54
O -3.38 8.83 -5.32
S -2.18 9.49 -4.49
O -1.43 8.46 -3.87
O -1.57 10.48 -5.29
O -3.08 10.20 -3.36
H -4.72 11.01 -4.30
H -5.08 10.09 -2.82
H -5.46 8.86 -5.18
H -4.59 7.97 -3.90
```

Properties
spin multiplicity	1
Kohn-Sham gap	0.3519	Eh
charge	+1
calculated total energy	-195121.6304	eV